(1)
ORCA calculation (wB97M-V/def2-TZVPD) on a structure of composition C36H49BBrN2O4ReS4Si at a distorted geometry.

Calculated values
Electronic energy (Eh): -6371.17522
HOMO level (spin up / spin down) (eV): -4.137 / -4.026
Energy relative to the best compared isomer or geometry (same formula, charge and spin) (eV): 1.863
Expectation value of S²: 3.779
HOMO-LUMO gap (spin up / spin down) (eV): 6.244 / 5.476

```
! wB97M-V def2-TZVPD RIJCOSX def2/J DEFGRID3
* xyz -1 4
Re 3.50054 -0.24260 0.34353
O 5.31020 -0.30643 1.39771
C 5.38688 -0.05910 2.68956
C 6.54692 0.54512 3.23106
C 6.57301 0.90724 4.59189
C 5.58788 0.39359 5.45805
C 4.41443 -0.15921 5.00722
C 4.36130 -0.47687 3.58959
C 3.25921 -1.25130 3.11709
N 3.02915 -1.62157 1.86317
N 2.11772 -2.56613 1.40083
C 2.45569 -2.85232 0.13273
O 3.31322 -2.14617 -0.56084
C 1.73756 -3.92850 -0.56799
C 1.90204 -3.94102 -1.98866
C 1.34604 -4.92989 -2.79982
C 0.63937 -5.95152 -2.17379
C 0.41485 -5.91778 -0.85150
C 0.91743 -4.87205 -0.02972
H 7.41539 0.68563 2.54538
H 7.39158 1.46242 5.05966
H 5.81094 0.40631 6.55794
H 3.53224 -0.36561 5.63748
H 2.59485 -1.60901 3.87887
H 2.53535 -3.16809 -2.42419
H 1.65174 -5.03163 -3.83267
H 0.24677 -6.81788 -2.72934
H -0.09439 -6.71341 -0.36132
H 0.73080 -4.88388 1.01735
S 1.37160 0.34214 -0.29050
S 1.63511 1.33450 -2.19931
S 3.42802 2.16911 -1.96795
S 4.77044 0.53264 -1.34769
C -3.40351 0.92190 -2.17582
C -3.91066 -0.03928 -3.30284
C -2.78995 0.03492 -4.41600
C -5.33198 0.41857 -4.00383
Si -3.95591 -1.83394 -2.67531
Br -1.95834 -2.08484 -1.50526
C -3.64940 -3.22499 -3.97289
C -3.86389 -4.67672 -3.32301
C -4.59983 -2.97461 -5.21580
C -2.10788 -3.35415 -4.41293
C -5.42597 -2.18906 -1.60254
C -5.38875 -3.48114 -0.71873
C -6.71584 -2.37525 -2.40199
C -5.67170 -1.05209 -0.56536
H -3.22615 1.89878 -2.66076
H -2.42271 0.54902 -1.78367
H -4.09562 1.13119 -1.32909
H -2.79816 1.01842 -4.85865
H -2.90764 -0.61317 -5.25445
H -1.72778 -0.13696 -4.04634
H -5.07082 1.24204 -4.72949
H -6.09674 0.85843 -3.35413
H -5.81071 -0.46371 -4.52689
H -5.00010 -4.73730 -3.13211
H -3.34766 -4.76194 -2.34378
H -3.56421 -5.46053 -4.08953
H -5.67966 -3.11828 -4.95196
H -4.21151 -3.58634 -6.06895
H -4.57148 -1.90551 -5.50238
H -1.55726 -3.58854 -3.50627
H -1.68745 -2.40661 -4.78589
H -1.97871 -4.15607 -5.20067
H -5.46693 -4.42208 -1.28145
H -6.12015 -3.45742 0.11415
H -4.43104 -3.54088 -0.11845
H -6.67879 -3.15557 -3.17936
H -7.07058 -1.43325 -2.81674
H -7.44472 -2.77460 -1.64909
H -4.88550 -1.05407 0.15723
H -6.61580 -1.14692 -0.01893
H -5.76238 -0.01407 -0.99392
C 2.57268 7.69967 2.88226
C 3.22664 6.71575 3.85474
C 2.93031 7.07758 5.34954
C 4.75315 6.80701 3.65530
C 2.70496 5.30321 3.66627
C 2.52386 4.39270 4.70596
C 2.38970 2.97859 4.40786
C 2.24790 2.58907 3.10185
O 2.27858 1.36853 2.50834
B 2.44782 1.51291 1.03653
O 2.13409 2.90858 0.80630
C 2.16717 3.56827 2.00230
C 2.36799 4.87522 2.31650
H 2.86365 8.74773 3.15120
H 1.45899 7.69569 3.02692
H 2.77546 7.48906 1.82455
H 3.22594 8.06720 5.60768
H 3.55149 6.43388 6.08028
H 1.87958 6.96494 5.59079
H 5.14189 7.81769 3.87917
H 5.11555 6.56596 2.61490
H 5.31914 6.12026 4.30091
H 2.51506 4.67522 5.73593
H 2.19348 2.27936 5.27787
H 2.38492 5.52585 1.42607
*
```

(2)
ORCA calculation (wB97M-V/def2-TZVPD) on the ion C4H9N2O2 with charge -1 at a distorted geometry.

Calculated values
SMILES: NC(=O)[C@@H](N)CC[O-]
Electronic energy (Eh): -417.82216
HOMO level (eV): -2.920
Energy relative to the best compared isomer or geometry (same formula, charge and spin) (eV): 1.645
HOMO-LUMO gap (eV): 6.887

```
! wB97M-V def2-TZVPD RIJCOSX def2/J DEFGRID3
* xyz -1 1
N 0.25785 -1.17642 0.82707
C -0.18780 -0.50837 -0.42284
C -0.44530 0.95929 -0.09243
C -1.66934 1.11651 0.91921
O -1.78284 0.11991 1.82897
C 1.03908 -0.76083 -1.31068
N 2.20386 -0.04618 -0.93847
O 1.05702 -1.51013 -2.26129
H 0.01088 -2.15162 0.87730
H -0.39555 -0.73266 1.53079
H -1.01580 -1.03930 -0.90361
H -0.64409 1.54517 -0.98372
H 0.40524 1.34735 0.47827
H -2.61034 1.09981 0.33209
H -1.47382 2.13629 1.36016
H 2.98636 -0.58474 -1.28509
H 2.26459 0.18592 0.04425
*
```

(3)
ORCA calculation (wB97M-V/def2-TZVPD) on a structure of composition C11H6BrN5O2PbS at a distorted geometry.

Calculated values
Electronic energy (Eh): -4012.08221
HOMO level (eV): -8.732
HOMO-LUMO gap (eV): 7.640

```
! wB97M-V def2-TZVPD RIJCOSX def2/J DEFGRID3
* xyz 0 1
Pb 7.39468 10.63846 6.42724
Br 3.53944 9.32194 6.75918
C 4.83536 8.18871 5.96698
C 4.33471 6.98779 5.41858
C 5.25398 6.11719 4.82413
C 6.60953 6.51736 4.74728
C 7.05342 7.67931 5.39040
N 6.14352 8.52715 5.94089
C 8.48076 7.98684 5.35016
O 9.27142 7.23618 4.76134
O 8.89877 9.13311 5.93508
H 3.27508 6.83119 5.38828
H 4.88993 5.17248 4.43344
H 7.41078 5.88724 4.35419
S 3.36370 13.83549 4.89676
C 4.44970 14.46116 6.07571
C 5.71625 13.93544 5.99430
N 5.85719 13.01189 4.94655
C 4.72147 12.85163 4.33668
H 4.06174 15.25775 6.68550
H 6.55033 14.09761 6.62997
H 4.66173 12.17650 3.49815
N 5.29231 10.75571 12.79369
C 5.79725 10.42469 11.76110
N 6.37739 9.83891 10.77422
C 6.87191 9.97281 9.62991
N 7.39995 9.89007 8.57420
*
```

(4)
ORCA calculation (wB97M-V/def2-TZVPD) on a cluster of 5 separate species, C46H74N8OPS in total at a distorted geometry.

Calculated values
Electronic energy (Eh): -3049.69363
HOMO level (eV): -11.311
HOMO-LUMO gap (eV): 8.681

```
! wB97M-V def2-TZVPD RIJCOSX def2/J DEFGRID3
* xyz 1 1
C 0.20669 -0.13179 2.97478
C 1.61829 -0.57467 3.40379
C 2.44296 -0.85259 2.13701
C 3.92397 -0.50456 2.42559
C 4.28739 0.82792 1.76315
C 4.63178 0.63652 0.28527
C 5.52022 1.78502 -0.26063
C 4.80905 2.53911 -1.40474
C 5.53085 2.31150 -2.76203
C 4.48245 2.07726 -3.85513
C 4.05662 0.60167 -3.81918
C 3.41382 0.15516 -5.15136
C 1.97836 -0.36448 -4.98647
C 1.92449 -1.87139 -4.79172
C 2.41913 -2.34504 -3.41495
C 1.77708 -1.63184 -2.22262
C 0.86887 -2.55244 -1.39115
C -0.42195 -2.82372 -2.20809
N -1.67967 -2.54150 -1.51494
N -2.28921 -3.40925 -0.70566
C -3.36967 -2.82833 -0.30765
P -4.65606 -3.45074 0.83232
S -5.02888 -5.34210 0.64521
N -3.48017 -1.67625 -0.80676
C -2.38907 -1.46942 -1.55707
N -2.11049 -0.36662 -2.21107
C -2.96393 0.82028 -2.27344
C -3.40874 1.36609 -0.91966
C -2.63659 2.61668 -0.48516
C -2.97412 2.83899 0.98575
C -2.49073 4.17499 1.53705
O -2.34822 4.06735 2.93963
C -1.15967 3.40087 3.29755
H -0.23861 -0.83425 2.27684
H -0.41699 0.01788 3.84953
H 0.32204 0.81620 2.45765
H 2.07919 0.24056 3.96741
H 1.49782 -1.45477 4.02581
H 2.32276 -1.90332 1.89625
H 2.08637 -0.20390 1.34419
H 4.07856 -0.43063 3.49408
H 4.53448 -1.28089 1.98029
H 5.13942 1.28602 2.25268
H 3.42994 1.48536 1.87422
H 5.17104 -0.29460 0.14261
H 3.71141 0.58459 -0.28687
H 5.72828 2.47357 0.55227
H 6.46964 1.39089 -0.59612
H 4.79172 3.60605 -1.22794
H 3.80161 2.17288 -1.52734
H 6.16098 3.15846 -3.01099
H 6.18655 1.45374 -2.70142
H 3.60033 2.67687 -3.64362
H 4.84736 2.37243 -4.83303
H 4.96096 0.01700 -3.68029
H 3.37109 0.47204 -2.99207
H 3.38571 1.01854 -5.80369
H 3.99715 -0.60314 -5.66363
H 1.45729 -0.12931 -5.91147
H 1.47121 0.21037 -4.21580
H 0.92275 -2.24894 -4.99291
H 2.54376 -2.31290 -5.56330
H 2.19963 -3.40772 -3.34400
H 3.49793 -2.28596 -3.38453
H 2.54909 -1.26560 -1.55223
H 1.18154 -0.77195 -2.51686
H 0.68652 -2.12618 -0.41432
H 1.38283 -3.49999 -1.32226
H -0.41167 -2.19838 -3.08862
H -0.45469 -3.86434 -2.49843
H -1.97808 -4.33141 -0.43814
H -4.16995 -3.18987 2.13123
H -5.81457 -2.66787 0.71945
H -1.25430 -0.35083 -2.73784
H -2.42580 1.56035 -2.84259
H -3.86014 0.59482 -2.83787
H -4.42882 1.69869 -1.04454
H -3.31800 0.66312 -0.10721
H -2.89543 3.48249 -1.08645
H -1.57056 2.43180 -0.60216
H -2.62777 1.97913 1.54682
H -4.05728 2.82250 1.04393
H -3.30070 4.87676 1.40886
H -1.57250 4.52963 1.07116
H -0.31933 3.89296 2.80703
H -1.15207 2.34008 3.03539
H -1.07725 3.45244 4.36950
N 1.28796 -4.61468 1.76927
C 0.04575 -4.27929 1.44400
C -0.89118 -3.80787 2.34942
C -0.51213 -3.68197 3.67687
C 0.77735 -4.02788 4.03644
C 1.63628 -4.48609 3.04615
H -0.19562 -4.39973 0.39422
H -1.89017 -3.54585 2.02877
H -1.21231 -3.31897 4.41816
H 1.11365 -3.94532 5.06041
H 2.65707 -4.76572 3.28085
N -6.72671 -1.15444 2.13821
C -7.98133 -0.83904 1.81333
C -8.92634 -0.40389 2.72714
C -8.55218 -0.29206 4.05540
C -7.25479 -0.61627 4.41481
C -6.38650 -1.03849 3.42298
H -8.23187 -0.94395 0.76315
H -9.92890 -0.15972 2.40562
H -9.26165 0.04323 4.80046
H -6.92319 -0.54304 5.44096
H -5.35977 -1.29914 3.66008
N 3.26254 2.37744 5.18843
C 4.00899 1.58319 5.95434
C 4.95204 2.04489 6.85883
C 5.13529 3.41190 6.97404
C 4.37197 4.25629 6.18648
C 3.45357 3.69082 5.31563
H 3.83490 0.51880 5.82991
H 5.52681 1.35064 7.45598
H 5.86255 3.81358 7.66778
H 4.48455 5.32995 6.24508
H 2.83453 4.31558 4.68361
N -3.55642 1.54911 -7.89997
C -4.53033 1.41851 -7.00287
C -4.47049 0.55038 -5.92241
C -3.33435 -0.22636 -5.77226
C -2.31060 -0.10671 -6.69685
C -2.47254 0.79571 -7.73828
H -5.40031 2.04504 -7.16511
H -5.29222 0.48662 -5.22154
H -3.24654 -0.91995 -4.94294
H -1.40703 -0.69693 -6.61540
H -1.69765 0.92748 -8.48545
*
```

(5)
ORCA calculation (wB97M-V/def2-TZVPD) on a structure of composition C2H5AlBrO2 at a distorted geometry.

Calculated values
Electronic energy (Eh): -3046.33024
HOMO level (eV): -4.975
Energy relative to the best compared isomer or geometry (same formula, charge and spin) (eV): 0.464
HOMO-LUMO gap (eV): 8.641

```
! wB97M-V def2-TZVPD RIJCOSX def2/J DEFGRID3
* xyz -1 1
Br 2.94990 -1.32466 0.38587
Al 1.46260 0.49378 -0.15719
O 0.35132 -0.21167 -1.42151
C -0.82753 -0.49202 -0.69367
C -0.91190 0.18881 0.71638
O 0.32688 0.58436 1.30317
H 2.07444 1.93933 -0.37028
H -1.69897 -0.29485 -1.31590
H -0.82677 -1.57348 -0.48469
H -1.47677 1.12747 0.59019
H -1.42319 -0.43707 1.44763
*
```

(6)
ORCA calculation (wB97M-V/def2-TZVPD) on the molecule C9H10ClNSi at a distorted geometry.

Calculated values
SMILES: C[SiH](C)C#C/C(Cl)=C\C=C\C#N
Electronic energy (Eh): -1153.27593
HOMO level (eV): -9.248
Energy relative to the best compared isomer or geometry (same formula, charge and spin) (eV): 2.024
HOMO-LUMO gap (eV): 8.696

```
! wB97M-V def2-TZVPD RIJCOSX def2/J DEFGRID3
* xyz 0 1
C 1.52150 -2.92437 0.82938
C 2.90034 -1.14377 -0.15038
C 3.31593 0.25406 -0.30388
C 1.06686 1.08573 0.14150
C 2.15518 -1.61448 0.86831
C -0.16834 1.04578 0.11597
C 2.47726 1.26678 -0.03433
C -2.71609 -0.26367 1.11285
C -2.60692 1.06352 -1.77726
N 0.92343 -3.87631 0.62666
Si -2.01703 1.15548 0.05500
Cl 3.05084 2.91104 -0.03089
H 3.04615 -1.75650 -0.96772
H 4.43948 0.44788 -0.48180
H 2.09290 -1.08962 1.77666
H -2.43299 -1.23487 0.85937
H -2.23940 -0.10717 2.08374
H -3.83429 -0.30880 1.05943
H -2.51487 1.87292 -2.46768
H -2.24908 0.18005 -2.30540
H -3.66816 0.70822 -1.70905
H -2.54269 2.32808 0.69953
*
```

(7)
ORCA calculation (wB97M-V/def2-TZVPD) on a cluster of 5 separate species, C29H61F5N4O18P2S5 in total at a distorted geometry.

Calculated values
SMILES: CCP(C)[C@@H](COC(F)(F)F)O[C@](CC(=O)F)([C@@H](CCF)O[C@@H](N)CCSc1nnco1)P(N)O.CCOS(C)(=O)=O.CCOS(C)(=O)=O.CCOS(C)(=O)=O.CCOS(C)(=O)=O
Electronic energy (Eh): -5887.56859
HOMO level (eV): -7.844
Energy relative to the best compared isomer or geometry (same formula, charge and spin) (eV): 0.000
HOMO-LUMO gap (eV): 7.979

```
! wB97M-V def2-TZVPD RIJCOSX def2/J DEFGRID3
* xyz 0 1
C 0.37291 -3.56354 1.92716
C 0.62973 -3.22289 0.37710
P -0.94492 -2.58386 -0.52662
C -0.68263 -3.11173 -2.32681
C -0.99948 -0.67413 -0.34156
C -0.11441 -0.10846 -1.59973
O 1.22802 -0.67195 -1.56420
C 2.17267 0.26850 -2.06019
F 3.45309 -0.37501 -2.14321
F 1.70345 0.70716 -3.32657
F 2.35561 1.33772 -1.12385
O -2.29966 -0.08262 -0.51219
C -3.29204 -0.47658 0.45153
C -4.25330 -1.68446 -0.08474
C -4.55471 -1.54585 -1.67083
O -5.64522 -1.08107 -2.10435
F -3.59397 -1.89217 -2.68395
C -4.21249 0.86499 0.71698
C -3.60748 2.19948 0.06580
C -2.30134 2.77432 0.84761
F -2.82211 3.29808 2.11365
O -5.56964 0.73102 0.23548
C -6.51369 0.67373 1.35465
N -6.66208 1.99658 2.05145
C -7.96392 0.38204 0.66844
C -8.36880 -1.17265 0.69669
S -8.72460 -1.68816 2.46678
C -7.61374 -3.15927 2.72107
N -7.66037 -4.16826 3.75983
N -6.66017 -5.04943 3.50561
C -5.88496 -4.73414 2.33399
O -6.50723 -3.52160 1.88931
P -2.67036 -1.02115 2.15924
N -1.96300 0.34261 3.05918
O -4.08285 -1.53610 3.03789
H -0.70503 -3.92498 2.14758
H 1.05501 -4.46182 2.20339
H 0.69332 -2.71238 2.64637
H 1.54272 -2.55028 0.20366
H 0.86939 -4.23124 -0.14654
H -1.13484 -2.41913 -3.11249
H -1.08271 -4.19577 -2.42090
H 0.46271 -3.20683 -2.48923
H -0.40987 -0.29618 0.58654
H -0.66739 -0.34477 -2.58955
H -0.09436 1.05169 -1.54884
H -5.22193 -1.77649 0.53552
H -3.73725 -2.71951 0.02447
H -4.25367 1.05532 1.86218
H -4.41363 3.02185 0.21607
H -3.44748 2.14378 -1.07264
H -1.85535 3.69543 0.30698
H -1.50758 1.97485 1.03004
H -6.25458 -0.15429 2.10963
H -5.89978 2.12919 2.75073
H -7.50867 1.88916 2.65246
H -7.87229 0.73132 -0.41893
H -8.78220 1.01157 1.16447
H -7.50880 -1.78031 0.25139
H -9.28380 -1.28931 0.00507
H -5.00626 -5.28536 1.85806
H -1.96400 0.07316 4.06628
H -0.98282 0.38369 2.70987
H -4.14454 -2.52160 2.94747
O 8.98567 0.03468 0.03450
S 8.99551 1.25925 -0.72388
O 9.40745 2.51074 -0.14123
O 7.55047 1.45783 -1.42138
C 6.38659 1.43663 -0.59514
C 6.22359 2.73472 0.17423
C 9.92611 1.00121 -2.20869
H 6.40685 0.57577 0.07967
H 5.52792 1.30598 -1.25854
H 7.02120 2.85826 0.91047
H 5.26949 2.75120 0.70559
H 6.27128 3.59263 -0.50092
H 9.59187 0.07772 -2.67985
H 10.97867 0.92400 -1.93495
H 9.77614 1.85361 -2.87084
O -8.14797 2.96070 -3.66320
S -7.24160 3.57309 -2.72545
O -7.58454 3.74321 -1.33793
O -6.75198 4.99640 -3.32105
C -7.74038 5.95227 -3.69951
C -8.34840 6.63810 -2.48981
C -5.67987 2.74365 -2.81747
H -8.51140 5.48580 -4.31988
H -7.23766 6.70014 -4.31816
H -8.93195 5.93483 -1.89151
H -9.01187 7.44904 -2.79875
H -7.56720 7.04304 -1.84197
H -5.39065 2.64836 -3.86352
H -5.79688 1.75585 -2.36852
H -4.94216 3.31939 -2.25988
O 10.08048 3.66844 6.13434
S 9.55211 4.65806 5.23056
O 8.21367 4.57247 4.70758
O 10.58331 4.85013 4.00021
C 10.97060 3.69889 3.24812
C 9.87627 3.25683 2.29429
C 9.76723 6.26108 5.95275
H 11.26777 2.88411 3.91523
H 11.85449 3.98088 2.67008
H 9.00551 2.88659 2.84143
H 10.23042 2.45880 1.64816
H 9.53950 4.09281 1.67813
H 10.79088 6.35207 6.31381
H 9.06637 6.35096 6.78302
H 9.55022 7.01846 5.19992
O 1.24044 -6.36388 -3.72080
S 1.73641 -7.05064 -2.55578
O 1.76785 -6.42453 -1.25903
O 3.20217 -7.65023 -2.88250
C 4.21208 -6.76040 -3.35666
C 4.78114 -5.91038 -2.23549
C 0.89008 -8.59917 -2.40626
H 3.82759 -6.13791 -4.16999
H 5.00964 -7.38002 -3.77437
H 4.03152 -5.21572 -1.84968
H 5.63254 -5.32473 -2.58919
H 5.10146 -6.53719 -1.39977
H 0.89774 -9.10131 -3.37284
H -0.13509 -8.39200 -2.09832
H 1.39058 -9.20239 -1.64916
*
```

(8)
ORCA calculation (wB97M-V/def2-TZVPD) on a structure of composition CaHORb at a distorted geometry.

Calculated values
Electronic energy (Eh): -776.89349
HOMO level (eV): -15.623
Energy relative to the best compared isomer or geometry (same formula, charge and spin) (eV): 3.238
HOMO-LUMO gap (eV): 5.703

```
! wB97M-V def2-TZVPD RIJCOSX def2/J DEFGRID3
* xyz 2 1
Rb -1.51971 -2.85479 0.18479
Ca -0.28620 1.69023 1.79642
O 0.70954 0.34013 -0.61300
H 1.09637 0.82443 -1.36821
*
```

Question: Which of these has the lowest electronic energy?
Answer: C36H49BBrN2O4ReS4Si

Question: The lowest electronic energy belongs to which entry?
Answer: C36H49BBrN2O4ReS4Si

Question: Among the records above, which one has the lowest electronic energy?
Answer: C36H49BBrN2O4ReS4Si

Question: What is the electronic energy in the first record?
Answer: -6371.17522 Eh